Density functional theory data (ωB97M-V with the def2-TZVPD basis set) for an isolated molecule of C2H6N2O2 in a non-equilibrium geometry.

XYZ file:
```
12
Properties=species:S:1:pos:R:3:forces:R:3:nbo_charge:R:1
C 0.9684 0.1765 -1.8163 0.940 -1.220 1.277 -0.486
N 0.0398 -0.3056 -0.7599 -0.317 0.306 -0.685 -0.245
N 0.1368 0.3329 0.3227 -0.376 0.154 -0.767 0.295
O 1.0124 1.1733 0.6021 -0.438 -0.074 0.537 -0.475
C -1.0008 0.0456 1.2803 1.889 0.393 3.024 0.066
O -0.6609 -1.0639 2.0895 -0.584 -0.535 -1.073 -0.681
H 0.4740 0.0713 -2.8004 0.266 0.082 0.699 0.216
H 1.2220 1.2039 -1.4980 0.215 -0.372 -0.819 0.232
H 1.9152 -0.4986 -1.7807 -1.431 1.314 -0.179 0.218
H -1.1790 0.8906 1.9938 0.608 -0.349 -1.134 0.203
H -1.8704 -0.2285 0.7967 -1.552 0.140 -1.773 0.184
H -1.0576 -1.7974 1.5703 0.779 0.161 0.894 0.474
```
Positions in Å, forces in eV/Å.

Values from the calculation:
**Energy**: -9243.15291 eV
**Relative energy (zero: lowest compared OMol25 entry of this formula, charge and spin)**: 96.0 kcal/mol
**2S+1**: 1
**LUMO (spin up / spin down)**: 0.6 / 0.6 eV
**HOMO energy (spin up / spin down)**: -9.802 / -9.802 eV
**Kohn-Sham gap (spin up / spin down)**: 10.44 / 10.44 eV
**Net charge**: 0